{
  "formula": "C4H6NS",
  "method": "wB97M-V/def2-TZVPD",
  "species": ["C", "C", "C", "C", "N", "S", "H", "H", "H", "H", "H", "H"],
  "positions_angstrom": [[2.2270, 0.4977, -0.0029], [-1.0099, -0.9522, 0.0048], [1.6128, 1.7585, -0.0002], [-2.3242, -1.4844, -0.0002], [0.0537, -0.5266, -0.0067], [3.1123, -0.7211, 0.0019], [2.3554, 2.5407, -0.1862], [1.1300, 1.9418, 0.9655], [0.8300, 1.8081, -0.7633], [-3.0315, -0.7092, -0.2935], [-2.5859, -1.8467, 0.9931], [-2.3697, -2.3066, -0.7122]],
  "atomic_forces_ev_per_a": [[1.523, -1.790, 0.002], [0.973, 0.377, 0.009], [-0.619, 1.112, -0.052], [-1.076, -0.416, 0.001], [-0.325, -0.004, 0.047], [-0.597, 1.138, -0.018], [0.086, -0.103, 0.028], [0.065, -0.099, 0.010], [0.132, -0.092, 0.002], [-0.033, -0.056, -0.014], [-0.016, -0.029, -0.024], [-0.111, -0.037, 0.008]],
  "total_charge": 1,
  "e_homo_ha": -0.5817,
  "largest_force_ha_per_bohr": 0.046,
  "lumo_ev": -5.48
}


{
  "formula": "C4H6O",
  "method": "wB97M-V/def2-TZVPD",
  "species": ["C", "O", "C", "C", "C", "H", "H", "H", "H", "H", "H"],
  "positions_angstrom": [[-1.6599, 0.2441, 0.1509], [-0.4780, 0.1537, 0.9004], [0.4847, -0.6173, 0.2696], [1.0134, 0.0509, -0.9976], [2.1055, 0.5715, -0.9231], [-1.4867, 0.7500, -0.8108], [-2.3656, 0.8164, 0.7531], [-2.0656, -0.7581, -0.0459], [1.3136, -0.6817, 0.9835], [0.1579, -1.6302, 0.0259], [3.0222, 0.9626, -0.5577]],
  "atomic_forces_ev_per_a": [[-0.378, 0.038, -0.112], [-0.160, -0.113, 0.119], [-0.198, -0.550, 0.176], [1.064, 0.255, 1.050], [0.058, 0.204, -0.478], [-0.022, -0.057, 0.162], [-0.020, -0.047, -0.152], [-0.049, 0.128, -0.004], [-0.318, -0.156, -0.205], [-0.353, -0.074, 0.120], [0.377, 0.372, -0.677]],
  "total_charge": 0,
  "smiles": "C#CCOC",
  "e_homo_ha": -0.3674,
  "largest_force_ha_per_bohr": 0.029,
  "lumo_ev": 0.47
}


{
  "formula": "C4H6O",
  "method": "wB97M-V/def2-TZVPD",
  "species": ["C", "C", "C", "C", "O", "H", "H", "H", "H", "H", "H"],
  "positions_angstrom": [[1.2622, -0.9427, -1.6322], [-0.3482, -0.0502, 0.3317], [0.2121, -0.6014, -0.9612], [-0.7348, 1.2131, 1.3992], [-1.1233, -0.3868, -0.8935], [1.3851, -1.4751, -2.5933], [2.3060, -0.7884, -1.2575], [-0.5980, -0.8667, 1.1175], [-1.7508, 0.9395, 1.5313], [-0.6940, 2.0645, 0.8783], [0.0837, 0.8941, 2.0797]],
  "atomic_forces_ev_per_a": [[2.909, -1.132, -1.603], [-1.582, -1.672, 1.834], [-1.163, 2.620, 3.161], [2.355, -5.389, -2.401], [0.244, -0.335, -0.364], [-1.073, 0.578, 0.390], [-1.383, 0.014, 0.398], [0.893, 0.598, -1.679], [-0.722, -0.205, 1.156], [0.687, 3.722, -1.251], [-1.164, 1.200, 0.359]],
  "total_charge": 0,
  "smiles": "C=C1O[C@@H]1C",
  "e_homo_ha": -0.3438,
  "largest_force_ha_per_bohr": 0.124,
  "lumo_ev": 0.98
}


What energy relative to the best compared isomer or geometry (same formula, charge and spin) values result from the calculations? In sequence: 0.6432 3.3487 3.3774 eV.